No. 1
Below is a 10-piece molecular cluster, C20H36N12PS overall, with properties calculated with ωB97M-V/def2-TZVPD.

Values from the calculation:
LUMO in eV: -2.97
2S+1: 1
Gap between HOMO and LUMO in Eh: 0.3425
Charge: +1

Atoms and positions in Å:
C 5.78 -2.25 0.79
N 4.41 -2.82 0.82
C 3.54 -2.64 -0.18
N 3.99 -2.63 -1.47
N 2.26 -2.50 0.18
P 0.83 -2.13 -0.70
S 0.10 -0.45 -0.14
H 6.51 -3.02 1.02
H 5.84 -1.46 1.54
H 6.00 -1.84 -0.20
H 3.97 -2.56 1.70
H 3.46 -3.22 -2.12
H 4.15 -1.72 -1.87
H 2.06 -2.54 1.18
H 0.00 -3.24 -0.52
H 1.22 -2.18 -2.04
C 5.23 -3.18 -5.17
C 4.09 -2.43 -4.68
N 3.18 -1.86 -4.27
H 5.02 -3.55 -6.17
H 6.11 -2.53 -5.21
H 5.42 -4.02 -4.51
C -2.33 1.27 -2.26
C -3.72 1.09 -2.62
N -4.84 0.94 -2.85
H -1.74 1.52 -3.14
H -2.25 2.07 -1.53
H -1.94 0.36 -1.80
C 0.63 -5.92 -2.19
C 1.94 -5.44 -2.58
N 2.94 -5.05 -2.99
H 0.59 -6.99 -2.04
H 0.33 -5.43 -1.26
H -0.09 -5.66 -2.97
C -4.51 3.02 1.18
C -3.18 3.52 0.88
N -2.13 3.84 0.54
H -4.49 1.94 1.27
H -4.86 3.44 2.13
H -5.19 3.31 0.39
C -0.95 5.70 3.20
C -2.07 5.64 4.12
N -2.97 5.59 4.83
H -0.87 4.74 2.68
H -1.10 6.48 2.47
H -0.02 5.90 3.74
C 2.91 0.62 3.08
C 2.42 -0.75 3.06
N 2.06 -1.84 2.96
H 3.99 0.63 3.03
H 2.49 1.17 2.23
H 2.59 1.11 4.00
C 0.88 6.52 -0.87
C 1.11 6.90 0.51
N 1.29 7.21 1.61
H -0.18 6.63 -1.11
H 1.46 7.15 -1.53
H 1.16 5.48 -1.02
C -7.94 0.29 0.33
C -7.17 0.74 1.48
N -6.57 1.09 2.40
H -7.92 1.05 -0.44
H -7.51 -0.63 -0.07
H -8.97 0.10 0.63
C -2.82 -2.26 2.54
C -2.58 -2.79 1.21
N -2.40 -3.18 0.14
H -3.78 -1.76 2.58
H -2.81 -3.07 3.27
H -2.03 -1.55 2.79



No. 2
Below is C20H36N4O4 as an isolated structure, with properties calculated with ωB97M-V/def2-TZVPD.

Values from the calculation:
LUMO in eV: -0.38
2S+1: 1
ΔE to the lowest compared entry with this formula, charge and spin in kcal per mole: 382.04
Gap between HOMO and LUMO in Eh: 0.3009
Charge: 0

Atoms and positions in Å:
C -0.53 0.80 -2.25
C 0.07 -0.52 -1.80
O 1.00 -0.54 -0.97
C -0.39 -1.82 -2.47
H -0.01 1.01 -3.18
H -0.31 1.57 -1.51
H -1.61 0.78 -2.37
H -0.34 -1.56 -3.53
H -1.45 -1.99 -2.31
H 0.17 -2.73 -2.25
C -3.21 -0.17 -0.72
C -3.45 0.50 0.70
O -4.29 0.15 1.48
C -2.61 1.79 0.76
H -3.70 0.22 -1.61
H -3.49 -1.22 -0.84
H -2.12 -0.20 -0.81
H -2.53 2.26 -0.21
H -1.57 1.60 1.02
H -2.81 2.51 1.56
C 2.47 -2.16 0.04
C 2.64 -3.20 -1.08
O 3.64 -3.17 -1.79
C 1.38 -4.06 -1.25
H 3.00 -1.31 -0.38
H 2.94 -2.49 0.96
H 1.46 -1.81 0.26
H 1.33 -4.41 -2.28
H 0.44 -3.50 -1.15
H 1.51 -4.93 -0.61
C -0.21 -1.58 0.60
C -1.01 -2.82 0.68
O -0.52 -3.92 0.93
C -2.54 -2.86 0.42
H -0.91 -0.77 0.82
H 0.24 -1.34 -0.36
H 0.59 -1.62 1.34
H -2.63 -2.75 -0.66
H -2.99 -1.99 0.88
H -3.07 -3.75 0.77
C 0.81 -0.53 3.40
C 2.13 -0.49 2.76
N 3.22 -0.51 2.32
H 0.85 -1.31 4.17
H -0.10 -0.69 2.83
H 0.67 0.35 4.02
C -0.83 2.89 2.09
C -1.13 3.81 0.99
N -1.43 4.50 0.14
H -0.29 1.96 1.93
H -1.77 2.45 2.43
H -0.37 3.51 2.86
C 2.61 5.53 -1.63
C 2.36 4.12 -1.17
N 2.20 3.03 -0.81
H 1.92 6.30 -1.29
H 2.49 5.52 -2.71
H 3.61 5.80 -1.27
C 1.85 1.06 0.13
C 0.66 0.68 0.83
N -0.33 0.36 1.39
H 1.55 1.77 -0.64
H 2.32 0.30 -0.50
H 2.43 1.56 0.90



No. 3
Below is a 8-piece molecular cluster, C20H36NO30S8 overall, with properties calculated with ωB97M-V/def2-TZVPD.

Values from the calculation:
LUMO in eV: -4.22
2S+1: 1
Gap between HOMO and LUMO in Eh: 0.2822
Charge: +1

Atoms and positions in Å:
O -2.99 -1.79 1.77
S -2.06 -0.70 2.04
O -2.07 0.38 1.08
C -0.30 -1.27 2.15
C 0.36 -0.33 3.23
C 0.07 -0.70 4.65
C 0.64 0.17 5.67
N 1.39 1.25 5.30
C 1.69 1.63 4.02
C 1.18 0.83 2.89
H -2.39 -0.19 3.29
H 0.24 -1.15 1.18
H -0.21 -2.35 2.45
H -0.58 -1.58 4.87
H 0.41 -0.07 6.73
H 1.75 1.85 6.07
H 2.31 2.53 3.79
H 1.38 1.12 1.83
C 0.40 -1.62 -2.99
C 1.31 -0.65 -3.72
O 1.73 0.29 -2.71
S 1.82 -0.48 -1.30
O 3.17 -0.85 -1.06
O 1.05 0.25 -0.34
O 0.99 -1.80 -1.70
H -0.60 -1.19 -2.85
H 0.30 -2.57 -3.51
H 0.81 -0.14 -4.53
H 2.20 -1.16 -4.10
C 0.12 5.04 -3.69
C 1.53 5.35 -3.22
O 1.76 4.45 -2.14
S 0.96 3.08 -2.41
O 1.85 2.13 -2.98
O 0.16 2.79 -1.27
O -0.01 3.62 -3.59
H -0.62 5.50 -3.03
H -0.06 5.37 -4.72
H 1.64 6.39 -2.90
H 2.26 5.14 -4.01
C 6.19 -3.13 -4.94
C 5.40 -4.04 -4.02
O 4.03 -3.66 -4.23
S 3.84 -3.20 -5.76
O 3.33 -4.29 -6.50
O 3.22 -1.91 -5.76
O 5.40 -3.02 -6.13
H 6.31 -2.13 -4.52
H 7.17 -3.54 -5.18
H 5.68 -3.91 -2.98
H 5.51 -5.09 -4.30
C -6.29 -2.04 5.45
C -5.39 -1.07 4.71
O -4.97 -0.13 5.70
S -4.86 -0.88 7.13
O -3.49 -1.24 7.33
O -5.61 -0.15 8.08
O -5.67 -2.21 6.73
H -7.28 -1.63 5.60
H -6.37 -3.00 4.93
H -5.90 -0.57 3.89
H -4.50 -1.57 4.32
C 5.44 0.17 7.34
C 6.17 0.41 6.03
O 5.42 1.45 5.39
S 4.81 2.43 6.52
O 5.66 3.55 6.65
O 3.40 2.55 6.28
O 5.04 1.47 7.79
H 4.55 -0.44 7.20
H 6.08 -0.31 8.09
H 6.20 -0.49 5.41
H 7.18 0.77 6.20
C -4.21 -4.70 -1.68
C -3.29 -3.60 -1.18
O -1.97 -4.11 -1.38
S -1.96 -5.07 -2.68
O -1.50 -4.30 -3.79
O -1.40 -6.32 -2.32
O -3.56 -5.24 -2.83
H -4.31 -5.50 -0.94
H -5.20 -4.32 -1.94
H -3.46 -3.36 -0.13
H -3.40 -2.69 -1.78
C -4.67 3.70 -5.62
C -4.17 4.62 -4.52
O -3.14 5.40 -5.13
S -3.50 5.62 -6.69
O -4.12 6.89 -6.83
O -2.39 5.22 -7.47
O -4.65 4.49 -6.80
H -3.99 2.85 -5.76
H -5.67 3.32 -5.42
H -3.78 4.07 -3.66
H -4.96 5.30 -4.19



No. 4
Below is one molecule with the formula C20H36O5, with properties calculated with ωB97M-V/def2-TZVPD.

Values from the calculation:
LUMO in eV: 0.22
2S+1: 1
ΔE to the lowest compared entry with this formula, charge and spin in kcal per mole: 273.72
Structure (SMILES): CCCCCCCCCCCCC[C@@]1(CCOC(C)=O)COC(=O)O1
Gap between HOMO and LUMO in Eh: 0.3943
Charge: 0

Atoms and positions in Å:
C 1.32 -1.53 2.72
C 1.05 -1.15 4.31
C -0.48 -1.30 4.82
C -1.61 -0.32 4.21
C -1.20 0.76 3.08
C -1.88 0.57 1.60
C -2.11 -0.97 1.10
C -1.37 -1.35 -0.34
C -2.42 -1.19 -1.61
C -1.52 -0.72 -2.92
C -0.66 -1.93 -3.60
C 0.89 -2.01 -3.02
C 1.83 -0.73 -3.41
C 2.17 0.32 -2.21
C 1.48 1.78 -2.55
C 1.08 2.68 -1.25
O 0.03 3.64 -1.67
C -1.23 3.23 -1.00
C -1.69 4.03 0.37
O -2.04 2.26 -1.48
C 2.31 -0.19 -0.66
O 3.72 -0.63 -0.41
C 4.43 -0.36 -1.68
O 5.60 -0.95 -1.98
O 3.62 0.60 -2.45
H 2.05 -2.44 2.60
H 1.81 -0.56 2.23
H 0.31 -1.83 2.20
H 1.72 -1.91 4.93
H 1.52 -0.08 4.55
H -0.79 -2.44 4.66
H -0.47 -1.16 6.01
H -2.51 -1.02 3.85
H -2.08 0.28 5.13
H -0.06 0.94 2.90
H -1.61 1.82 3.46
H -1.12 1.06 0.82
H -2.86 1.21 1.54
H -1.85 -1.81 1.87
H -3.28 -1.08 0.88
H -1.05 -2.49 -0.32
H -0.43 -0.66 -0.47
H -3.21 -0.35 -1.30
H -2.96 -2.21 -1.85
H -2.23 -0.27 -3.75
H -0.82 0.14 -2.57
H -1.13 -3.01 -3.40
H -0.59 -1.72 -4.77
H 1.38 -2.96 -3.55
H 0.85 -2.27 -1.88
H 1.24 -0.14 -4.27
H 2.83 -1.09 -3.91
H 2.30 2.41 -3.15
H 0.56 1.69 -3.27
H 0.63 2.03 -0.38
H 1.98 3.32 -0.81
H -2.45 3.31 0.93
H -2.18 5.07 0.13
H -0.74 4.23 1.03
H 2.18 0.59 0.23
H 1.70 -1.10 -0.26



No. 5
Below is a 2-piece molecular cluster, C20H37Br2ClFN4O3P overall, with properties calculated with ωB97M-V/def2-TZVPD.

Values from the calculation:
LUMO in eV: -2.55
2S+1: 1
Gap between HOMO and LUMO in Eh: 0.1154
Charge: 0

Atoms and positions in Å:
C -1.26 1.60 -0.81
C -1.11 0.41 -0.83
C -1.02 -1.10 -0.78
C -1.78 -1.60 -2.04
C -2.62 -0.57 -2.81
N -1.51 -1.52 0.56
C -2.80 -2.16 0.83
Br -2.95 -4.06 0.28
C -4.11 -1.36 0.58
C -3.96 0.15 0.76
Br -5.12 -1.87 -1.02
C -0.58 -1.86 1.43
N -0.49 -3.03 2.08
N 0.45 -0.95 1.59
O -0.01 0.33 1.92
C 0.93 1.02 2.76
C 1.58 2.19 2.02
N 1.19 3.51 2.55
C 1.88 4.54 1.73
C 2.12 5.86 2.54
C 2.33 5.49 4.01
O 0.96 6.67 2.39
C 1.30 -1.00 0.37
C 0.54 -1.34 -0.94
C 0.82 -2.85 -1.24
C 1.33 -3.28 -2.61
C 0.58 -4.58 -3.03
Cl 3.08 -3.72 -2.53
P 1.37 -0.06 -2.11
C 0.65 -0.04 -3.80
O 2.88 -0.68 -2.36
H -1.17 2.62 -0.53
H -2.44 -2.44 -1.87
H -1.05 -1.97 -2.77
H -3.18 -1.14 -3.56
H -2.04 0.17 -3.36
H -3.37 -0.06 -2.21
H -2.83 -2.28 1.91
H -4.78 -1.67 1.37
H -3.24 0.36 1.55
H -4.91 0.53 1.13
H -3.73 0.70 -0.15
H -0.56 -3.11 3.08
H -0.33 -3.86 1.52
H 1.70 0.30 3.04
H 0.41 1.35 3.66
H 2.67 2.07 2.01
H 1.26 2.13 0.97
H 0.22 3.63 2.28
H 2.84 4.16 1.36
H 1.29 4.80 0.84
H 3.00 6.39 2.18
H 2.98 4.62 4.12
H 1.37 5.32 4.50
H 2.81 6.31 4.55
H 0.20 6.09 2.47
H 2.12 -1.69 0.57
H 1.79 -0.03 0.31
H 1.47 -3.33 -0.51
H -0.15 -3.37 -1.09
H 1.22 -2.59 -3.44
H 0.98 -5.37 -2.40
H -0.50 -4.49 -2.91
H 0.86 -4.84 -4.05
H 0.15 -0.93 -4.19
H 0.03 0.86 -3.88
H 1.49 0.15 -4.48
H 3.43 -0.23 -1.71
F 5.34 -3.29 -1.81



No. 6
Below is a 8-piece molecular cluster, C20H37Cl14FO6S overall, with properties calculated with ωB97M-V/def2-TZVPD.

Values from the calculation:
LUMO in eV: -0.09
2S+1: 1
Structure (SMILES): CC(=O)OCC[C@@H]1OS(=O)(=O)O[C@@H]1F.ClCCCl.ClCCCl.ClCCCl.ClCCCl.ClCCCl.ClCCCl.ClCCCl
Gap between HOMO and LUMO in Eh: 0.3753
Charge: 0

Atoms and positions in Å:
C -1.52 -7.70 -1.55
C -0.24 -7.44 -2.48
O -0.43 -7.23 -3.69
O 1.02 -7.51 -1.85
C 1.96 -6.55 -2.38
C 2.87 -5.98 -1.18
C 2.35 -4.56 -0.62
O 0.96 -4.54 -0.18
S 0.11 -3.52 -1.22
O -0.57 -4.19 -2.37
O -0.84 -2.76 -0.35
O 1.41 -2.66 -1.83
C 2.68 -3.33 -1.62
F 3.17 -3.73 -2.91
H -1.88 -6.66 -1.22
H -1.19 -8.28 -0.63
H -2.33 -8.27 -2.08
H 1.51 -5.74 -3.03
H 2.67 -7.14 -3.06
H 3.90 -5.78 -1.63
H 2.88 -6.69 -0.30
H 3.03 -4.42 0.30
H 3.50 -2.62 -1.24
Cl -2.99 -0.18 -3.11
C -2.38 -1.57 -4.04
C -1.46 -1.14 -5.17
Cl -2.33 -0.27 -6.46
H -3.23 -2.13 -4.42
H -1.83 -2.20 -3.34
H -1.00 -2.01 -5.63
H -0.66 -0.48 -4.80
Cl -1.22 1.85 1.66
C -1.81 0.17 1.54
C -3.15 0.08 0.84
Cl -4.47 0.79 1.81
H -1.86 -0.24 2.55
H -1.06 -0.39 0.98
H -3.41 -0.96 0.67
H -3.13 0.59 -0.13
Cl -0.58 5.66 -5.58
C -1.18 4.24 -6.47
C -1.62 3.13 -5.54
Cl -0.24 2.38 -4.69
H -0.39 3.91 -7.15
H -2.02 4.57 -7.07
H -2.10 2.33 -6.11
H -2.33 3.48 -4.79
Cl 3.39 3.50 -1.39
C 2.78 2.09 -2.29
C 2.33 0.97 -1.37
Cl 3.70 0.21 -0.51
H 3.57 1.76 -2.97
H 1.94 2.43 -2.89
H 1.85 0.19 -1.95
H 1.63 1.33 -0.63
Cl -2.94 1.14 7.97
C -2.09 2.12 6.74
C -1.96 1.39 5.42
Cl -0.83 0.01 5.53
H -1.13 2.40 7.14
H -2.68 3.03 6.60
H -1.56 2.06 4.66
H -2.92 1.01 5.07
Cl -2.38 5.58 8.61
C -1.54 6.56 7.38
C -1.41 5.83 6.07
Cl -0.28 4.45 6.17
H -0.57 6.84 7.78
H -2.13 7.47 7.24
H -1.02 6.50 5.30
H -2.37 5.45 5.72
Cl 4.81 5.53 3.19
C 4.21 3.85 3.07
C 2.87 3.77 2.37
Cl 1.56 4.48 3.35
H 4.17 3.44 4.08
H 4.96 3.29 2.50
H 2.60 2.73 2.20
H 2.89 4.28 1.41



The energy results, record by record, are as follows: -2180.02423 -1303.01036 -6280.62309 -1159.46895 -7278.07697 -8176.40385 a.u..